# 1
Density functional theory data (ωB97M-V/def2-TZVPD) for the molecule C2H5N3OS at a distorted geometry.

XYZ file:
```
12
Properties=species:S:1:pos:R:3:forces:R:3
H -0.224260 -0.021795 2.856238 -0.8 2.3 -4.1
N -0.280717 0.555238 1.803767 1.2 -0.5 4.6
C -0.671893 -0.186634 0.907975 -0.2 -4.3 -3.5
N -1.260457 -1.443759 0.928129 -4.4 -4.2 0.1
O -0.286084 -0.119675 -0.513283 -1.2 0.2 1.8
N 0.714233 0.754474 -0.667874 3.1 1.9 3.0
C 1.311201 1.003650 -1.787143 0.3 1.6 -5.5
S 0.794410 0.547759 -3.370837 0.4 0.0 2.0
H -1.195350 -2.270319 0.077993 0.0 4.0 3.0
H -2.284703 -1.628776 1.486817 4.2 1.2 -2.0
H 1.251585 0.968352 0.226794 -1.3 -0.3 -1.2
H 2.132035 1.841486 -1.948576 -1.5 -2.0 1.8
```
Positions in Å, forces in eV/Å.

## Properties
total charge: 0
HOMO: -7.864 eV
spin multiplicity: 1
energy above the lowest of the compared OMol25 structures with the same formula, charge and spin: 127.9 kcal per mole
Kohn-Sham gap: 8.107 eV
SMILES string: [H]/N=C(\N)ONC=S

Computed natural (NBO) charges, given in elementary charges: number 1, H, carries 0.403; number 2, N, carries -0.742; number 3, C, carries 0.670; number 4, N, carries -0.899; number 5, O, carries -0.328; number 6, N, carries -0.279; number 7, C, carries -0.087; number 8, S, carries -0.265; number 9, H, carries 0.448; number 10, H, carries 0.418; number 11, H, carries 0.410; number 12, H, carries 0.252

=====

# 2
Density functional theory data (ωB97M-V/def2-TZVPD) for the molecule C2H5N3OS at a distorted geometry.

XYZ file:
```
12
Properties=species:S:1:pos:R:3:forces:R:3
H -2.003760 0.319461 -2.384878 0.3 -0.9 1.0
N -1.482432 -0.158613 -1.615863 0.3 1.3 0.3
C -0.465434 0.597762 -1.320568 -1.8 -0.2 -3.0
N -0.175490 1.714938 -2.177993 -0.4 -2.4 -0.2
O 0.437741 0.314997 -0.423572 1.3 -0.7 2.7
C 0.212368 -0.457587 0.784068 -0.3 0.7 1.3
N -1.057932 -0.868327 0.945494 -0.1 -1.2 -0.9
S 1.354397 -0.581963 2.022658 -0.7 0.3 -2.0
H -0.667134 1.306026 -3.068081 2.2 2.1 1.6
H 0.846338 1.946840 -2.178143 -1.4 -0.4 -0.6
H -1.599484 -0.965408 0.014805 0.5 0.2 1.7
H -1.218865 -1.472530 1.799864 0.3 1.1 -1.7
```
Positions in Å, forces in eV/Å.

## Properties
total charge: 0
HOMO: -8.775 eV
spin multiplicity: 1
energy above the lowest of the compared OMol25 structures with the same formula, charge and spin: 37.8 kcal per mole
Kohn-Sham gap: 9.152 eV
SMILES string: [H]/N=C(\N)OC(N)=S

Computed natural (NBO) charges, given in elementary charges: number 1, H, carries 0.348; number 2, N, carries -0.806; number 3, C, carries 0.720; number 4, N, carries -0.835; number 5, O, carries -0.503; number 6, C, carries 0.391; number 7, N, carries -0.823; number 8, S, carries -0.177; number 9, H, carries 0.392; number 10, H, carries 0.407; number 11, H, carries 0.453; number 12, H, carries 0.432

=====

# 3
Density functional theory data (ωB97M-V/def2-TZVPD) for the molecule C2H5N3OS at a distorted geometry.

XYZ file:
```
12
Properties=species:S:1:pos:R:3:forces:R:3
C 0.591631 0.982006 -0.160272 -0.8 -1.6 1.2
C 0.013541 -0.378826 -0.377992 0.4 3.9 -0.6
N 2.040048 0.977487 -0.124411 3.5 0.5 1.0
N 2.790070 -0.045353 -0.274507 -4.8 0.9 0.0
N -0.605960 -0.859594 0.668942 -1.4 -6.7 1.0
O 2.365157 -1.145549 -0.709939 1.7 -0.3 -0.2
S 4.347444 -0.110208 0.325593 0.7 0.2 0.1
H 0.290508 1.605881 -0.934650 -0.1 1.5 -1.6
H 0.121215 1.507179 0.775216 1.4 -1.0 -1.3
H 0.359058 -0.835339 -1.246228 -0.3 -1.4 -0.8
H -0.821102 -1.916317 0.731294 0.5 2.7 -0.1
H -0.991051 -0.337362 1.381214 -0.7 1.3 1.4
```
Positions in Å, forces in eV/Å.

## Properties
total charge: 0
HOMO (spin up / spin down): -5.652 / -9.462 eV
spin multiplicity: 3
energy above the lowest of the compared OMol25 structures with the same formula, charge and spin: 82.4 kcal per mole
Kohn-Sham gap (spin up / spin down): 5.837 / 6.761 eV
⟨S²⟩: 2.0115

Computed natural (NBO) charges, given in elementary charges: number 1, C, carries -0.306; number 2, C, carries -0.097; number 3, N, carries -0.225; number 4, N, carries 0.122; number 5, N, carries -0.782; number 6, O, carries -0.431; number 7, S, carries 0.313; number 8, H, carries 0.216; number 9, H, carries 0.208; number 10, H, carries 0.212; number 11, H, carries 0.387; number 12, H, carries 0.382

=====

# 4
Density functional theory data (ωB97M-V/def2-TZVPD) for the molecule C2H5N3OS2 at a distorted geometry.

XYZ file:
```
13
Properties=species:S:1:pos:R:3:forces:R:3
O -2.293346 -2.152490 0.067893 3.0 0.2 0.3
N -2.275008 -0.674313 -0.136732 -2.3 -3.7 -2.1
C -1.069362 -0.103890 -0.046179 4.8 -0.3 2.3
N -0.002777 -0.916532 0.218136 -1.4 2.3 -1.2
C 1.371409 -0.602341 0.530326 -3.7 3.1 1.7
S 2.658398 -1.028513 -0.256105 1.2 -0.9 -0.8
N -1.237180 1.322144 -0.057436 6.8 -2.3 -2.1
S 0.154098 2.423277 -0.094212 -0.8 -1.1 1.2
H -1.243781 -2.559491 0.176175 -3.6 2.7 -0.7
H -2.723717 -0.578169 -1.114582 0.9 0.1 2.1
H 1.427218 0.179406 1.399492 0.1 -1.7 -1.2
H -2.016016 1.666241 0.308526 -4.1 1.5 1.9
H 0.695605 2.314004 1.219645 -0.9 0.0 -1.4
```
Positions in Å, forces in eV/Å.

## Properties
total charge: 0
HOMO: -8.721 eV
spin multiplicity: 1
energy above the lowest of the compared OMol25 structures with the same formula, charge and spin: 103.0 kcal per mole
Kohn-Sham gap: 8.647 eV
SMILES string: ON/C(=N/C=S)NS

Computed natural (NBO) charges, given in elementary charges: number 1, O, carries -0.585; number 2, N, carries -0.324; number 3, C, carries 0.582; number 4, N, carries -0.624; number 5, C, carries -0.151; number 6, S, carries 0.067; number 7, N, carries -0.739; number 8, S, carries 0.183; number 9, H, carries 0.515; number 10, H, carries 0.398; number 11, H, carries 0.168; number 12, H, carries 0.395; number 13, H, carries 0.114

=====

# 5
Density functional theory data (ωB97M-V/def2-TZVPD) for the ion C2H5N3P with charge +1 at a distorted geometry.

XYZ file:
```
11
Properties=species:S:1:pos:R:3:forces:R:3
C 0.199448 1.457427 -0.035792 -8.0 3.0 2.5
N -1.440199 1.222239 0.269380 8.3 1.3 -1.3
P -1.965163 -0.326332 -0.084781 0.3 0.0 -2.3
N -0.355772 -1.286119 -0.036742 2.1 3.2 -0.1
C 0.857996 -0.759932 -0.263807 -0.8 -2.3 0.2
N 1.097513 0.552276 -0.354674 3.7 -1.2 -0.5
H 0.583706 2.478649 0.255354 -0.9 -1.3 -0.6
H -2.541689 -0.484914 1.127487 -0.2 -0.8 1.7
H -0.328514 -2.259016 -0.036950 -0.3 -2.0 0.1
H 1.741502 -1.463341 -0.384040 -1.3 1.0 0.2
H 2.151176 0.869059 -0.455430 -2.9 -0.9 0.2
```
Positions in Å, forces in eV/Å.

## Properties
total charge: +1
HOMO (spin up / spin down): -12.739 / -13.290 eV
spin multiplicity: 1
energy above the lowest of the compared OMol25 structures with the same formula, charge and spin: 68.6 kcal per mole
Kohn-Sham gap (spin up / spin down): 6.884 / 7.623 eV
SMILES string: C1=NP[NH+]=CN1

Computed natural (NBO) charges, given in elementary charges: number 1, C, carries 0.243; number 2, N, carries -0.671; number 3, P, carries 0.991; number 4, N, carries -0.734; number 5, C, carries 0.382; number 6, N, carries -0.594; number 7, H, carries 0.252; number 8, H, carries -0.036; number 9, H, carries 0.432; number 10, H, carries 0.255; number 11, H, carries 0.480

=====

# 6
Density functional theory data (ωB97M-V/def2-TZVPD) for the molecule C2H5N3S at a distorted geometry.

XYZ file:
```
11
Properties=species:S:1:pos:R:3:forces:R:3
C -3.388063 -0.079542 0.111957 0.5 -0.7 0.0
N -2.170876 -0.471724 0.020440 -1.0 0.0 -0.3
N -1.176848 0.424666 -0.162641 -1.5 0.8 0.2
C 0.076278 -0.073115 -0.116343 1.4 0.2 0.2
N 1.129010 0.623469 0.063334 -0.7 0.1 -0.1
S 2.574316 -0.261957 0.017655 0.3 -0.2 -0.1
H -4.107597 -0.923419 0.186815 0.3 1.1 0.1
H -3.704025 0.986211 0.118803 0.1 -0.7 -0.1
H -1.422017 1.407439 -0.095555 0.5 0.0 0.0
H 0.044859 -1.139115 -0.253758 0.2 -0.6 0.0
H 3.401442 0.741264 0.339595 -0.2 0.1 0.0
```
Positions in Å, forces in eV/Å.

## Properties
total charge: 0
HOMO: -8.045 eV
spin multiplicity: 1
energy above the lowest of the compared OMol25 structures with the same formula, charge and spin: 61.3 kcal per mole
Kohn-Sham gap: 9.024 eV
SMILES string: C=NN/C=N/S

Computed natural (NBO) charges, given in elementary charges: number 1, C, carries -0.170; number 2, N, carries -0.213; number 3, N, carries -0.425; number 4, C, carries 0.250; number 5, N, carries -0.625; number 6, S, carries 0.155; number 7, H, carries 0.202; number 8, H, carries 0.159; number 9, H, carries 0.378; number 10, H, carries 0.171; number 11, H, carries 0.117

=====

# 7
Density functional theory data (ωB97M-V/def2-TZVPD) for the molecule C2H5N3S at a distorted geometry.

XYZ file:
```
11
Properties=species:S:1:pos:R:3:forces:R:3
C 1.956991 0.932497 0.114684 0.9 -1.4 -1.6
N 1.501951 -0.231565 -0.315262 1.7 2.9 1.8
N 0.263714 -0.708561 0.146548 2.6 -0.9 -2.0
C -0.826131 0.051468 -0.056720 -1.7 2.7 0.9
N -1.874688 -0.740485 -0.047089 -2.8 -4.0 0.2
S -1.084825 1.802926 -0.102517 0.7 -2.6 -0.1
H 1.441508 1.739430 0.771440 0.9 -1.8 -1.2
H 3.054547 1.085052 -0.354712 -2.7 0.1 1.3
H 0.230661 -1.657131 -0.340014 -0.5 1.6 1.2
H -2.838506 -0.462010 0.064376 0.5 0.8 -0.2
H -1.825225 -1.811624 0.119266 0.5 2.7 -0.4
```
Positions in Å, forces in eV/Å.

## Properties
total charge: 0
HOMO: -8.336 eV
spin multiplicity: 1
energy above the lowest of the compared OMol25 structures with the same formula, charge and spin: 65.4 kcal per mole
Kohn-Sham gap: 8.942 eV
SMILES string: C=NNC(N)=S

Computed natural (NBO) charges, given in elementary charges: number 1, C, carries -0.107; number 2, N, carries -0.285; number 3, N, carries -0.465; number 4, C, carries 0.330; number 5, N, carries -0.775; number 6, S, carries -0.317; number 7, H, carries 0.227; number 8, H, carries 0.201; number 9, H, carries 0.388; number 10, H, carries 0.420; number 11, H, carries 0.382

=====

# 8
Density functional theory data (ωB97M-V/def2-TZVPD) for the molecule C2H5N3S at a distorted geometry.

XYZ file:
```
11
Properties=species:S:1:pos:R:3:forces:R:3
H -1.314529 2.377191 0.289508 0.4 -1.1 0.2
N -0.865722 1.443803 0.404456 -0.5 1.3 0.1
C -0.556454 0.972010 -0.728675 -0.3 0.7 -1.3
N 0.121573 -0.198074 -0.919416 0.1 -0.4 1.0
C 0.620235 -1.087541 0.037712 0.2 -0.1 -0.1
N 0.414234 -0.754772 1.313652 -0.4 0.5 0.7
S 1.436990 -2.462147 -0.475465 -0.3 0.6 0.2
H -0.809594 1.479363 -1.706528 0.3 -0.6 1.0
H 0.312353 -0.496077 -1.844462 0.1 -0.2 -0.8
H 0.766883 -1.365794 2.040632 0.0 0.0 -0.5
H -0.125968 0.092039 1.588585 0.6 -0.8 -0.6
```
Positions in Å, forces in eV/Å.

## Properties
total charge: 0
HOMO: -8.460 eV
spin multiplicity: 1
energy above the lowest of the compared OMol25 structures with the same formula, charge and spin: 1.3 kcal per mole
Kohn-Sham gap: 9.093 eV
SMILES string: [H]/N=C/NC(N)=S

Computed natural (NBO) charges, given in elementary charges: number 1, H, carries 0.366; number 2, N, carries -0.734; number 3, C, carries 0.297; number 4, N, carries -0.618; number 5, C, carries 0.288; number 6, N, carries -0.787; number 7, S, carries -0.265; number 8, H, carries 0.167; number 9, H, carries 0.426; number 10, H, carries 0.415; number 11, H, carries 0.446

=====

# 9
Density functional theory data (ωB97M-V/def2-TZVPD) for a structure of composition C2H5N3S3 at a distorted geometry.

XYZ file:
```
13
Properties=species:S:1:pos:R:3:forces:R:3
C -1.114246 -0.516242 -0.401812 4.3 3.0 1.0
C 2.467629 -0.426681 -0.063714 -0.1 0.8 -1.6
H -3.181105 0.999062 -0.701306 3.4 -0.4 1.6
H -1.998581 1.362820 1.774980 -0.5 1.3 -4.2
H 0.169386 1.452179 -0.106193 -2.7 -3.7 0.4
H 1.510686 -1.656531 1.317069 0.3 -1.2 1.8
H 3.769775 -0.723478 0.218919 -4.5 1.0 -0.5
N -1.860637 1.727406 0.164959 -0.2 -2.3 4.0
N -0.762568 0.752129 0.106476 -0.4 1.9 -1.7
N 1.386451 -1.254381 0.445301 2.9 2.7 -2.8
S -2.567917 -0.762490 -0.958428 -3.5 -1.1 -1.1
S 0.159351 -1.802057 -0.565547 -1.1 1.1 0.4
S 2.021779 0.848263 -1.230705 2.2 -3.1 2.7
```
Positions in Å, forces in eV/Å.

## Properties
total charge: 0
HOMO: -8.272 eV
spin multiplicity: 1
energy above the lowest of the compared OMol25 structures with the same formula, charge and spin: 229.7 kcal per mole
Kohn-Sham gap: 7.047 eV

Computed natural (NBO) charges, given in elementary charges: number 1, C, carries -0.170; number 2, C, carries -0.051; number 3, H, carries 0.317; number 4, H, carries 0.208; number 5, H, carries 0.468; number 6, H, carries 0.407; number 7, H, carries 0.261; number 8, N, carries -0.612; number 9, N, carries -0.528; number 10, N, carries -0.801; number 11, S, carries 0.062; number 12, S, carries 0.535; number 13, S, carries -0.096

=====

# 10
Density functional theory data (ωB97M-V/def2-TZVPD) for the ion C2H5N4 with charge +1 at a distorted geometry.

XYZ file:
```
11
Properties=species:S:1:pos:R:3:forces:R:3
C 0.459779 1.064461 -0.009013 -2.9 3.5 -0.3
N 1.000320 -0.070842 0.093066 -0.6 -1.5 -0.8
C 0.100658 -1.280578 0.057203 2.3 -1.8 2.4
N -1.282451 -0.998852 -0.053433 0.8 -1.9 0.9
N -1.710015 0.108208 0.005245 -3.4 1.8 -0.1
N -0.926711 1.210111 0.136497 4.8 -1.5 0.0
H 1.109059 1.917425 -0.321714 -0.9 -0.4 0.7
H 1.976736 -0.031461 -0.135033 0.6 -1.0 -0.1
H 0.480829 -2.009121 0.879340 -1.5 1.6 -0.5
H 0.230698 -1.953724 -0.736853 1.1 -0.3 -1.9
H -1.438906 2.044371 0.084694 -0.4 1.4 -0.2
```
Positions in Å, forces in eV/Å.

## Properties
total charge: +1
HOMO: -14.810 eV
spin multiplicity: 1
energy above the lowest of the compared OMol25 structures with the same formula, charge and spin: 49.9 kcal per mole
Kohn-Sham gap: 9.587 eV
SMILES string: C1=[NH+]CN=NN1

Computed natural (NBO) charges, given in elementary charges: number 1, C, carries 0.393; number 2, N, carries -0.470; number 3, C, carries -0.164; number 4, N, carries -0.084; number 5, N, carries 0.078; number 6, N, carries -0.429; number 7, H, carries 0.259; number 8, H, carries 0.451; number 9, H, carries 0.263; number 10, H, carries 0.254; number 11, H, carries 0.449